{"formula": "C9H11NO3S", "method": "wB97M-V/def2-TZVPD", "elements": ["C", "C", "C", "S", "C", "C", "N", "C", "C", "O", "C", "O", "C", "O", "H", "H", "H", "H", "H", "H", "H", "H", "H", "H", "H"], "xyz": [[1.089, 2.729, -0.060], [1.296, 1.520, 0.427], [0.432, 0.855, 1.451], [-1.311, 0.888, 0.915], [-1.779, -0.969, 0.858], [-2.801, -0.985, -0.246], [-0.594, -1.670, 0.698], [0.174, -1.375, -0.279], [-0.193, -0.693, -1.515], [1.513, -1.750, -0.139], [2.448, -0.858, 0.190], [3.450, -1.264, 0.681], [2.410, 0.744, -0.205], [3.286, 1.123, -0.956], [0.207, 3.241, 0.314], [1.767, 3.037, -0.858], [0.751, -0.246, 1.733], [0.306, 1.378, 2.453], [-2.106, -1.095, 1.911], [-3.460, -1.924, -0.398], [-2.351, -0.736, -1.230], [-3.610, -0.303, -0.127], [-0.778, -1.377, -2.154], [0.724, -0.417, -1.951], [-0.871, 0.145, -1.511]], "forces_ev_per_angstrom": [[-0.2, -0.1, -0.1], [1.0, -0.6, 0.1], [-0.4, -1.2, 2.2], [-0.6, -0.2, 0.3], [-1.0, 2.0, 0.8], [-1.7, -2.0, -1.5], [2.9, -0.7, -1.0], [-1.4, -0.7, 2.0], [-0.2, -0.4, -1.5], [-1.7, -0.7, -0.7], [1.4, 1.6, -0.3], [0.5, 0.1, 0.3], [0.3, -1.7, -0.3], [-1.4, -0.2, 1.1], [0.3, 0.6, -0.4], [-0.5, 0.5, 0.3], [-0.6, 2.4, -0.6], [1.0, -0.3, -1.3], [-0.5, -0.5, -1.0], [1.7, 0.8, 0.5], [-0.7, -0.4, 1.0], [-0.3, 1.2, 0.6], [0.9, -0.2, 0.0], [0.9, 0.4, -1.3], [0.4, 0.5, 0.8]], "smiles": "C=C1CS[C@@H](C)/N=C(\\C)OC(=O)C1=O", "homo_ev": -9.0, "e_above_lowest_ev": 4.166, "lumo_energy_ev": -0.6782, "multiplicity": 1}

{"formula": "C12H21Cl2LaNdO3P", "method": "wB97M-V/def2-TZVPD", "elements": ["La", "Nd", "Cl", "Cl", "C", "C", "C", "O", "O", "O", "C", "C", "C", "P", "C", "C", "C", "C", "C", "C", "H", "H", "H", "H", "H", "H", "H", "H", "H", "H", "H", "H", "H", "H", "H", "H", "H", "H", "H", "H", "H"], "xyz": [[2.824, 2.829, -0.876], [-0.522, -0.320, -0.780], [0.028, 2.729, -1.165], [1.848, 0.097, 0.508], [-0.542, -1.970, 0.880], [2.547, 2.392, -3.138], [4.135, 1.064, -1.740], [-0.495, -2.800, 1.693], [2.477, 1.945, -4.208], [4.575, 0.175, -2.346], [-1.491, -0.131, 3.682], [-2.663, -0.346, 2.707], [-3.997, -0.028, 3.385], [-2.301, 0.569, 1.144], [-3.185, -0.356, -0.232], [-4.595, -0.816, 0.170], [-3.207, 0.429, -1.562], [-3.030, 2.274, 1.252], [-4.563, 2.359, 1.195], [-2.446, 3.038, 2.448], [-1.424, 0.921, 3.998], [-0.529, -0.430, 3.250], [-1.668, -0.747, 4.573], [-2.678, -1.408, 2.408], [-4.017, 0.977, 3.818], [-4.864, -0.161, 2.735], [-4.118, -0.733, 4.217], [-2.614, -1.307, -0.363], [-5.278, 0.030, 0.322], [-5.000, -1.430, -0.646], [-4.588, -1.440, 1.071], [-2.266, 0.945, -1.891], [-3.507, -0.265, -2.367], [-3.970, 1.223, -1.511], [-2.637, 2.754, 0.333], [-5.040, 1.828, 2.028], [-4.840, 3.422, 1.287], [-4.977, 2.001, 0.243], [-1.353, 3.044, 2.428], [-2.783, 4.079, 2.395], [-2.781, 2.638, 3.411]], "forces_ev_per_angstrom": [[-2.7, 3.2, 6.4], [0.0, 2.6, -1.5], [1.3, -0.6, -0.1], [0.2, 0.8, -1.0], [0.2, -6.1, 6.2], [-1.0, -3.1, -10.0], [4.5, -7.8, -4.6], [-0.2, 4.2, -4.1], [0.2, 2.5, 5.4], [-2.1, 4.6, 3.3], [0.0, 0.0, 0.1], [0.4, -0.4, 0.1], [-0.3, -0.1, 0.2], [-0.8, -0.1, 0.5], [-0.1, 0.8, 0.4], [-0.4, -0.6, -0.4], [-0.3, -0.5, -0.3], [0.3, 0.5, -0.8], [-0.2, 0.0, 0.1], [0.0, 0.0, 0.1], [0.0, -0.4, 0.0], [-0.1, 0.1, 0.1], [0.1, 0.2, -0.2], [0.0, 0.2, 0.1], [0.0, -0.2, -0.1], [0.2, 0.1, 0.2], [0.1, 0.1, -0.1], [-0.1, -0.4, -0.1], [0.4, -0.3, 0.0], [0.0, 0.1, 0.2], [0.1, 0.2, -0.3], [-0.4, 0.1, 0.1], [0.1, 0.4, 0.1], [0.5, -0.2, 0.0], [-0.2, 0.0, 0.3], [0.1, 0.2, -0.4], [0.1, -0.3, -0.1], [0.1, 0.2, 0.3], [0.0, 0.0, 0.1], [0.0, -0.2, 0.0], [0.1, 0.1, -0.3]], "homo_ev": [-21.3, -21.3], "e_above_lowest_ev": 0.479, "total_charge": 4, "lumo_energy_ev": [-16.2308, -16.2292], "multiplicity": 4}

{"formula": "C5H13N3", "method": "wB97M-V/def2-TZVPD", "elements": ["H", "N", "C", "C", "N", "N", "C", "C", "C", "H", "H", "H", "H", "H", "H", "H", "H", "H", "H", "H", "H"], "xyz": [[1.962, -1.541, 0.036], [1.927, -1.249, -0.941], [0.707, -0.933, -1.253], [0.491, -0.536, -2.703], [-0.341, -0.919, -0.333], [-1.658, -0.897, -0.853], [-0.142, -0.485, 1.059], [0.399, 0.949, 1.107], [-0.270, 1.782, 2.188], [0.806, -1.357, -3.354], [-0.543, -0.278, -2.933], [1.113, 0.339, -2.918], [-2.250, -1.555, -0.345], [-2.074, 0.030, -0.745], [-1.093, -0.561, 1.602], [0.548, -1.167, 1.570], [0.260, 1.461, 0.147], [1.479, 0.919, 1.292], [0.159, 2.789, 2.207], [-0.135, 1.332, 3.176], [-1.343, 1.878, 1.993]], "forces_ev_per_angstrom": [[0.2, 0.0, 0.0], [-1.4, 0.4, 0.0], [1.5, -0.4, 0.2], [-0.5, 0.1, 0.1], [-0.7, -0.3, -0.2], [0.0, 0.3, 0.2], [0.3, 0.0, -0.6], [0.3, 0.2, 0.4], [0.1, 0.2, 0.1], [0.0, 0.2, 0.1], [0.1, -0.1, 0.1], [0.0, -0.2, 0.1], [0.4, 0.1, -0.2], [0.1, -0.1, 0.0], [0.1, 0.0, -0.4], [-0.1, 0.1, 0.0], [0.0, -0.3, 0.0], [-0.2, 0.1, -0.2], [-0.1, -0.1, 0.1], [-0.1, 0.1, 0.0], [0.1, 0.0, 0.1]], "smiles": "[H]/N=C(/C)N(N)CCC", "homo_ev": -8.5, "e_above_lowest_ev": 1.455, "lumo_energy_ev": 0.8313, "multiplicity": 1}

{"formula": "C21H26N2O5S", "method": "wB97M-V/def2-TZVPD", "elements": ["C", "O", "C", "C", "C", "C", "O", "C", "C", "S", "O", "O", "N", "C", "C", "C", "C", "O", "N", "C", "C", "C", "C", "C", "C", "C", "C", "C", "C", "H", "H", "H", "H", "H", "H", "H", "H", "H", "H", "H", "H", "H", "H", "H", "H", "H", "H", "H", "H", "H", "H", "H", "H", "H", "H"], "xyz": [[2.635, 4.247, 4.746], [3.072, 4.782, 3.517], [3.050, 3.977, 2.424], [3.521, 4.528, 1.232], [3.540, 3.796, 0.062], [3.083, 2.478, 0.044], [3.029, 1.684, -1.054], [3.645, 2.130, -2.241], [2.624, 1.933, 1.238], [2.060, 0.226, 1.320], [2.968, -0.642, 0.637], [1.779, -0.039, 2.704], [0.603, 0.153, 0.535], [-0.464, 0.950, 1.082], [-1.802, 0.284, 0.758], [-1.930, 0.087, -0.756], [-3.254, -0.570, -1.137], [-4.066, -0.024, -1.856], [-3.454, -1.792, -0.601], [-4.604, -2.610, -0.926], [-4.208, -3.816, -1.737], [-3.509, -3.644, -2.925], [-3.123, -4.739, -3.676], [-3.435, -6.019, -3.248], [-4.132, -6.198, -2.066], [-4.513, -5.101, -1.311], [-0.730, -0.710, -1.282], [0.561, 0.011, -0.898], [2.601, 2.661, 2.410], [2.757, 5.048, 5.473], [3.239, 3.386, 5.046], [1.582, 3.952, 4.702], [3.877, 5.546, 1.243], [3.915, 4.260, -0.836], [3.565, 1.299, -2.939], [4.701, 2.367, -2.081], [3.132, 3.004, -2.657], [-0.443, 1.972, 0.670], [-0.306, 0.997, 2.159], [-2.621, 0.903, 1.127], [-1.836, -0.678, 1.270], [-1.931, 1.071, -1.238], [-2.720, -2.229, -0.068], [-5.277, -1.968, -1.503], [-5.108, -2.916, -0.003], [-3.276, -2.643, -3.259], [-2.582, -4.595, -4.600], [-3.136, -6.874, -3.835], [-4.378, -7.194, -1.728], [-5.056, -5.246, -0.388], [-0.714, -1.710, -0.847], [-0.789, -0.806, -2.368], [0.596, 0.992, -1.392], [1.444, -0.561, -1.182], [2.242, 2.152, 3.289]], "forces_ev_per_angstrom": [[0.0, 0.0, 0.2], [0.1, 0.1, -0.2], [0.0, -0.2, -0.3], [-0.1, -0.1, 0.4], [0.0, -0.2, -0.1], [0.0, 0.1, 0.0], [0.0, 0.1, 0.2], [0.0, 0.1, -0.2], [-0.2, -0.7, -0.3], [-0.1, -0.3, 0.1], [0.0, 0.2, -0.2], [-0.1, 0.3, 0.0], [0.8, 0.0, 0.4], [-0.5, 0.2, 0.5], [0.2, 0.2, -0.1], [-0.1, -0.2, 0.0], [0.5, 0.4, 0.2], [-0.3, 0.2, -0.3], [-0.1, -0.4, 0.3], [-0.2, 0.1, 0.0], [0.0, 0.0, 0.1], [0.0, 0.0, 0.0], [0.0, 0.1, -0.1], [0.0, -0.1, 0.0], [0.0, -0.1, 0.0], [0.0, 0.1, 0.0], [0.1, 0.3, 0.1], [0.1, -0.3, -0.6], [0.0, 0.3, 0.4], [0.0, -0.1, 0.0], [0.0, 0.0, 0.0], [0.0, 0.0, 0.0], [0.0, 0.1, 0.0], [0.0, 0.0, -0.1], [0.0, 0.1, 0.0], [0.0, 0.0, 0.0], [0.0, 0.0, 0.0], [0.0, -0.1, 0.0], [-0.2, 0.1, 0.0], [0.0, 0.0, 0.0], [0.0, 0.0, 0.1], [-0.1, -0.1, 0.0], [0.0, 0.1, 0.0], [0.0, -0.1, 0.2], [0.0, 0.0, -0.1], [0.0, 0.1, -0.1], [0.0, 0.0, -0.1], [0.0, -0.1, 0.0], [0.0, -0.1, 0.0], [0.0, 0.0, 0.1], [0.0, -0.1, 0.0], [0.0, 0.0, 0.0], [0.0, -0.1, 0.0], [-0.1, 0.1, -0.2], [0.0, 0.0, 0.2]], "smiles": "COc1ccc(OC)c(S(=O)(=O)N2CCC(C(=O)NCc3ccccc3)CC2)c1", "homo_ev": -8.4, "e_above_lowest_ev": 2.974, "lumo_energy_ev": 0.6105, "multiplicity": 1}

{"formula": "C4H5CrO6", "method": "wB97M-V/def2-TZVPD", "elements": ["O", "C", "O", "O", "Cr", "C", "C", "H", "H", "H", "O", "C", "O", "O", "H", "H"], "xyz": [[1.875, -1.254, -0.253], [1.844, -0.400, 0.668], [2.696, -0.403, 1.595], [0.943, 0.586, 0.699], [3.537, -1.983, 0.634], [0.492, 1.026, -1.457], [-0.249, 0.802, -0.176], [1.128, 1.916, -1.405], [0.799, 0.102, -1.956], [-0.731, 1.673, 0.274], [-1.067, -0.351, -0.212], [-2.089, -0.407, 0.641], [-2.377, 0.421, 1.467], [-2.738, -1.541, 0.424], [-3.536, -1.567, 0.967], [-0.528, 1.380, -1.911]], "forces_ev_per_angstrom": [[1.4, -1.8, -0.4], [-3.5, 3.5, -0.1], [1.7, -1.4, 0.0], [0.9, -1.5, 2.6], [-1.3, 1.2, 0.2], [-5.1, 1.4, -1.6], [2.8, -1.5, 0.4], [0.1, -0.7, -0.1], [0.2, 0.5, 0.3], [0.0, -0.4, 0.0], [1.5, 0.8, -0.8], [-1.2, 0.6, 1.4], [0.4, -0.3, -0.6], [0.1, -0.3, -0.4], [0.1, 0.1, 0.2], [2.1, -0.3, -1.1]], "homo_ev": [-14.1, -14.1], "e_above_lowest_ev": 1.011, "total_charge": 1, "lumo_energy_ev": [-6.5195, -6.2866], "multiplicity": 5}

{"formula": "C7H28N10O7", "method": "wB97M-V/def2-TZVPD", "elements": ["N", "C", "N", "O", "H", "H", "H", "H", "N", "C", "N", "O", "H", "H", "H", "H", "N", "C", "N", "O", "H", "H", "H", "H", "N", "C", "N", "O", "H", "H", "H", "H", "N", "C", "N", "O", "H", "H", "H", "H", "C", "O", "H", "H", "H", "H", "C", "O", "H", "H", "H", "H"], "xyz": [[-0.143, -1.479, -2.567], [0.503, -2.606, -3.021], [-0.071, -3.763, -2.655], [1.341, -2.550, -3.924], [-0.707, -1.457, -1.738], [0.051, -0.597, -3.002], [-0.847, -3.654, -2.027], [0.326, -4.636, -2.944], [0.029, 5.085, 0.376], [0.328, 4.213, -0.622], [-0.302, 3.009, -0.589], [1.177, 4.472, -1.483], [0.562, 5.933, 0.388], [-0.643, 4.793, 1.064], [-0.180, 2.414, -1.384], [-0.898, 2.895, 0.218], [1.062, -3.113, 1.579], [0.156, -4.136, 1.506], [-1.113, -3.670, 1.292], [0.421, -5.328, 1.505], [0.860, -2.127, 1.504], [2.041, -3.339, 1.592], [-1.209, -2.672, 1.211], [-1.889, -4.296, 1.201], [-2.736, -0.152, 0.566], [-2.971, -0.572, -0.711], [-3.377, -1.862, -0.772], [-2.815, 0.127, -1.712], [-3.032, -0.728, 1.329], [-2.248, 0.705, 0.769], [-3.365, -2.320, -1.669], [-3.501, -2.466, 0.015], [0.362, 2.175, 3.078], [-0.956, 1.922, 2.891], [-1.494, 1.150, 3.865], [-1.598, 2.387, 1.944], [0.915, 2.668, 2.395], [0.831, 1.812, 3.887], [-0.957, 0.682, 4.569], [-2.481, 0.980, 3.779], [3.175, 1.723, -2.338], [4.548, 1.353, -2.242], [2.653, 0.771, -2.238], [2.968, 2.453, -1.548], [2.986, 2.181, -3.312], [5.074, 2.088, -2.568], [1.407, -0.226, 0.136], [0.444, -0.302, 1.163], [2.122, -1.039, 0.006], [0.843, -0.072, -0.783], [1.983, 0.688, 0.316], [0.365, 0.484, 1.705]], "forces_ev_per_angstrom": [[0.2, 0.0, 0.4], [0.1, 0.9, -2.9], [-0.4, 0.0, 1.1], [0.0, 0.1, 1.2], [-0.1, -0.1, 0.0], [0.2, -0.1, -0.1], [0.0, -0.9, 0.1], [-0.1, 0.0, 0.2], [-0.3, -0.6, 0.1], [1.7, -0.2, -1.7], [0.0, 1.0, 0.9], [-0.7, 0.1, 0.5], [-0.2, 0.1, 0.3], [0.0, 0.6, 0.2], [-0.3, -0.2, 0.1], [-0.4, -1.0, -0.5], [0.9, -0.3, 0.3], [0.1, -0.4, -1.0], [-0.1, 0.7, 0.2], [0.1, 0.5, 0.4], [-0.5, -0.1, 0.1], [-0.1, -0.4, 0.0], [-0.4, -0.1, -0.1], [0.1, -0.1, 0.0], [-0.1, 0.1, 0.1], [0.4, 1.2, -0.4], [-0.3, -1.2, -0.9], [0.2, -0.6, 0.9], [0.1, 0.0, 0.2], [-0.3, 0.2, -0.1], [-0.2, 0.3, 0.0], [0.1, 0.1, 0.3], [0.7, -0.2, -0.1], [0.0, 0.7, 0.0], [-0.8, 0.0, -0.4], [0.1, -0.4, 0.5], [-0.2, 0.2, -0.1], [0.1, 0.1, 0.0], [0.0, 0.0, 0.0], [0.1, -0.1, 0.2], [0.8, 0.1, 0.0], [0.4, -0.1, -0.1], [-0.4, 0.3, 0.0], [-0.6, -0.2, -0.1], [-0.3, -0.1, 0.1], [0.1, 0.0, 0.1], [0.1, 2.4, -0.6], [-0.6, -1.7, 0.7], [-0.5, -0.4, 0.5], [0.5, -0.2, -0.2], [0.2, -0.2, -0.3], [0.6, 0.2, -0.2]], "smiles": "NC(N)=O.NC(N)=O.NC(N)=O.NC(N)=O.NC(N)=O.CO.CO", "homo_ev": -9.5, "e_above_lowest_ev": 1.116, "lumo_energy_ev": -0.3265, "multiplicity": 1}